{"formula": "C30H42AsClFeO8SSi", "method": "wB97M-V/def2-TZVPD", "total_energy_ha": -6417.6081, "relative_energy_kj_mol": 52.51, "multiplicity": 5, "s2": 6.01, "homo_lumo_gap_ev": [7.96, 8.07], "charge": 0, "elements": ["Fe", "C", "C", "C", "C", "O", "Si", "S", "O", "C", "C", "C", "C", "O", "C", "C", "C", "C", "H", "H", "H", "H", "H", "H", "H", "H", "H", "H", "H", "H", "H", "H", "H", "H", "H", "H", "H", "H", "H", "H", "H", "H", "H", "H", "H", "O", "Cl", "O", "O", "O", "O", "As", "C", "C", "C", "C", "C", "C", "C", "C", "C", "C", "C", "C", "C", "C", "C", "C", "C", "C", "H", "H", "H", "H", "H", "H", "H", "H", "H", "H", "H", "H", "H", "H", "H"], "positions_angstrom": [[0.95, -0.38, -1.84], [0.91, 2.90, -0.55], [-0.52, 2.68, -1.00], [-1.47, 2.85, 0.18], [-0.88, 3.63, -2.13], [-0.60, 1.30, -1.47], [-1.92, 0.42, -2.03], [-1.00, -1.33, -2.68], [-3.07, 0.25, -0.88], [-3.34, -0.67, 0.18], [-2.06, -0.97, 0.95], [-3.93, -1.94, -0.40], [-4.35, 0.03, 1.08], [-2.60, 1.33, -3.20], [-3.83, 1.19, -3.93], [-3.62, 1.96, -5.22], [-4.95, 1.81, -3.10], [-4.11, -0.28, -4.22], [1.01, 3.90, -0.13], [1.59, 2.81, -1.39], [1.19, 2.17, 0.21], [-1.44, 3.88, 0.53], [-1.18, 2.19, 1.00], [-2.50, 2.61, -0.10], [-0.70, 4.66, -1.81], [-1.92, 3.53, -2.43], [-0.25, 3.42, -3.00], [-1.32, -1.45, 0.31], [-2.28, -1.62, 1.80], [-1.62, -0.04, 1.33], [-3.22, -2.40, -1.10], [-4.85, -1.72, -0.94], [-4.15, -2.66, 0.39], [-3.91, 0.93, 1.51], [-4.66, -0.63, 1.89], [-5.23, 0.31, 0.50], [-3.38, 3.00, -5.00], [-4.53, 1.94, -5.83], [-2.80, 1.53, -5.79], [-4.78, 2.88, -2.96], [-5.00, 1.33, -2.12], [-5.91, 1.68, -3.61], [-3.25, -0.74, -4.71], [-4.98, -0.37, -4.86], [-4.31, -0.82, -3.29], [2.29, 0.96, -3.16], [3.39, 0.29, -2.40], [5.05, -1.07, 0.44], [3.07, -1.16, -2.55], [3.07, 0.61, -0.99], [1.06, -1.10, 0.03], [2.27, -1.03, 1.18], [1.59, -2.08, 2.63], [2.12, -1.97, 3.91], [1.56, -2.70, 4.95], [0.48, -3.54, 4.71], [-0.05, -3.65, 3.42], [0.51, -2.92, 2.38], [3.93, -1.91, 0.69], [5.11, -1.84, 1.64], [6.02, -2.99, 1.64], [5.91, -3.94, 0.71], [4.77, -4.00, -0.19], [3.77, -3.11, -0.13], [2.54, 0.71, 1.88], [1.48, 1.23, 2.62], [1.55, 2.54, 3.08], [2.67, 3.31, 2.81], [3.73, 2.78, 2.08], [3.67, 1.48, 1.61], [2.95, -1.31, 4.11], [1.97, -2.62, 5.95], [0.04, -4.10, 5.52], [-0.89, -4.30, 3.24], [0.10, -2.97, 1.38], [5.03, -1.24, 2.55], [6.77, -3.05, 2.42], [6.62, -4.75, 0.69], [4.68, -4.86, -0.85], [2.85, -3.25, -0.67], [0.60, 0.63, 2.82], [0.72, 2.95, 3.65], [2.72, 4.33, 3.17], [4.60, 3.39, 1.87], [4.47, 1.08, 1.00]], "lowdin_spin": [3.72, 0.00, 0.00, 0.00, 0.00, 0.03, 0.01, 0.07, 0.00, 0.00, 0.00, 0.00, 0.00, 0.00, 0.00, 0.00, 0.00, 0.00, 0.00, 0.00, 0.00, 0.00, 0.00, 0.00, 0.00, 0.00, 0.00, 0.00, 0.00, 0.00, 0.00, 0.00, 0.00, 0.00, 0.00, 0.00, 0.00, 0.00, 0.00, 0.00, 0.00, 0.00, 0.00, 0.00, 0.00, 0.03, 0.01, 0.00, 0.02, 0.02, 0.07, 0.01, 0.00, 0.00, 0.00, 0.00, 0.00, 0.00, 0.00, 0.00, 0.00, 0.00, 0.00, 0.00, 0.00, 0.00, 0.00, 0.00, 0.00, 0.00, 0.00, 0.00, 0.00, 0.00, 0.00, 0.00, 0.00, 0.00, 0.00, 0.00, 0.00, 0.00, 0.00, 0.00, 0.00]}

=====

{"formula": "C2H7NO6PS2", "method": "wB97M-V/def2-TZVPD", "total_energy_ha": -1724.3309, "relative_energy_kj_mol": 144.60, "homo_lumo_gap_ev": 9.13, "charge": -1, "elements": ["O", "P", "S", "O", "O", "N", "S", "O", "O", "C", "C", "O", "H", "H", "H", "H", "H", "H", "H"], "positions_angstrom": [[1.81, -1.52, 0.70], [2.17, -0.03, 0.64], [1.43, 0.76, -1.22], [1.13, -0.32, -2.20], [2.58, 1.57, -1.76], [0.12, 1.79, -1.05], [-0.72, 1.51, 0.38], [-2.05, 2.19, 0.23], [-0.05, 2.07, 1.60], [-1.11, -0.25, 0.64], [-1.54, -1.00, -0.65], [-2.22, -2.21, -0.20], [3.60, 0.09, 0.58], [1.75, 0.71, 1.78], [-1.99, -0.26, 1.30], [-0.32, -0.79, 1.20], [-2.28, -0.42, -1.21], [-0.68, -1.35, -1.25], [-1.63, -2.54, 0.48]], "lowdin_charge": [-0.51, 0.67, 0.43, -0.39, -0.44, -0.34, 0.54, -0.40, -0.43, -0.25, -0.24, -0.09, 0.01, 0.00, 0.11, 0.07, 0.12, 0.09, 0.06]}

=====

{"formula": "C3H6N2O2", "method": "wB97M-V/def2-TZVPD", "total_energy_ha": -377.8016, "relative_energy_kj_mol": 414.09, "homo_lumo_gap_ev": 7.47, "charge": 0, "elements": ["C", "C", "N", "C", "O", "O", "N", "H", "H", "H", "H", "H", "H"], "positions_angstrom": [[-0.33, 0.11, 0.92], [-0.30, 0.40, -0.44], [0.54, -0.69, 1.59], [0.79, 0.14, -1.35], [-1.35, 0.56, 1.68], [-1.29, 1.30, -0.82], [0.53, -1.16, -1.34], [-1.89, 1.14, 1.13], [-1.05, 1.64, -1.70], [1.18, -1.21, 0.99], [0.15, -1.22, 2.35], [1.34, -1.77, -1.49], [1.68, 0.75, -1.53]], "lowdin_charge": [-0.38, -0.36, 0.13, -0.13, 0.09, 0.00, 0.08, 0.11, 0.10, 0.09, 0.10, 0.05, 0.12]}

=====

{"formula": "C4H8NO3", "method": "wB97M-V/def2-TZVPD", "total_energy_ha": -437.7886, "relative_energy_kj_mol": 44.42, "homo_lumo_gap_ev": 8.94, "charge": -1, "elements": ["C", "C", "N", "O", "H", "H", "H", "H", "H", "O", "C", "O", "C", "H", "H", "H"], "positions_angstrom": [[-1.82, 1.26, 0.99], [-1.28, 0.19, 1.90], [-0.66, -0.93, 1.36], [-1.17, 0.50, 3.11], [-2.45, 0.76, 0.20], [-0.93, 1.69, 0.50], [-2.37, 1.99, 1.55], [-0.40, -1.15, 0.35], [-0.23, -1.54, 2.06], [0.71, 0.90, -0.73], [0.89, -0.23, -1.28], [0.05, -1.20, -1.24], [2.19, -0.52, -2.05], [2.54, -1.56, -1.86], [1.98, -0.40, -3.12], [2.95, 0.24, -1.74]], "lowdin_charge": [-0.04, -0.58, 0.14, -0.07, 0.09, 0.06, 0.06, 0.05, 0.09, -0.08, -0.72, -0.14, -0.05, 0.07, 0.06, 0.07]}